#A
Below is a 2-piece molecular cluster, C4H10N2P overall, with properties calculated with ωB97M-V/def2-TZVPD.

M   117.1 g mol⁻¹
HOMO-LUMO gap (alpha / beta)   9.164 / 7.611 eV

Geometry as ORCA input:
```
! RIJCOSX wB97M-V def2-TZVPD def2/J DEFGRID3
* xyz 1 1
P 2.780 0.003 0.155
N 0.300 -1.115 0.104
N -1.793 -0.253 0.238
C 0.119 1.254 0.406
C -1.335 1.082 -0.089
C 0.964 0.155 0.013
C -1.040 -1.279 0.216
H 2.692 -0.937 -0.916
H -2.844 -0.317 0.074
H -1.346 -2.320 0.379
H 0.770 -1.987 -0.078
H 0.528 2.091 0.044
H -1.767 1.888 0.256
H 2.535 -1.065 1.070
H 0.653 0.310 -2.230
H -1.366 1.098 -1.136
H 0.150 1.392 1.494
*
```

=====

#B
Below is a 2-piece molecular cluster, C4H10N2P overall, with properties calculated with ωB97M-V/def2-TZVPD.

M   117.1 g mol⁻¹
HOMO-LUMO gap   8.497 eV

Geometry as ORCA input:
```
! RIJCOSX wB97M-V def2-TZVPD def2/J DEFGRID3
* xyz 1 1
P 3.556 -0.597 0.136
N -0.563 -1.270 0.200
N 2.858 0.799 0.270
C -0.025 0.517 -1.022
C -1.033 -0.210 1.021
C -0.179 -0.931 -1.006
C -0.984 0.904 0.099
H -0.763 1.918 0.575
H -1.916 1.028 -0.463
H 0.141 -1.612 -1.737
H 2.733 -1.368 -0.781
H -0.412 -2.240 0.564
H 0.894 0.725 -0.570
H 3.302 1.270 1.004
H -0.424 -0.253 1.916
H -2.145 -0.454 1.349
H 0.032 1.035 -2.003
*
```

=====

#C
Below is an isolated ion of composition C4H10N2P and charge +1, with properties calculated with ωB97M-V/def2-TZVPD.

M   117.1 g mol⁻¹
HOMO-LUMO gap (alpha / beta)   7.427 / 7.427 eV

Geometry as ORCA input:
```
! RIJCOSX wB97M-V def2-TZVPD def2/J DEFGRID3
* xyz 1 1
P 2.635 -0.278 0.210
N -1.792 -0.050 0.305
N -0.510 -1.577 -0.622
C 1.197 0.385 -0.392
C 0.305 1.427 0.161
C -1.152 1.086 -0.342
C -1.299 -1.304 0.342
H -1.759 -1.843 1.124
H -0.851 0.763 -1.420
H -1.623 2.043 -0.135
H 1.194 0.149 -1.505
H -2.444 0.043 1.026
H -0.166 -2.504 -0.552
H 3.024 -1.410 -0.552
H 0.691 2.417 -0.339
H 0.291 1.562 1.197
H 2.259 -0.909 1.494
*
```

=====

It comes down to #B, which is 23.3 kcal/mol more stable than the next structure.

=====

#A
Below is one molecule with the formula C11H15NO, with properties calculated with ωB97M-V/def2-TZVPD.

Structure (SMILES)   COc1ccc2c(c1)C[C@@H](N)CC2
M   177.2 g mol⁻¹
HOMO-LUMO gap   8.991 eV

Geometry as ORCA input:
```
! RIJCOSX wB97M-V def2-TZVPD def2/J DEFGRID3
* xyz 0 1
O 3.716 -0.292 0.002
N -3.672 -1.322 0.035
C 3.834 -1.614 0.185
C -1.371 1.815 -0.043
C 1.110 2.101 0.024
C 0.040 -0.093 0.028
C 1.416 -0.585 -0.177
C 2.517 0.333 -0.018
C 2.398 1.745 -0.162
C -1.157 -1.057 -0.226
C -0.066 1.237 0.166
C -2.492 -0.413 -0.389
C -2.551 0.862 0.346
H -2.593 -0.166 -1.482
H -2.564 0.466 1.352
H 3.267 -2.284 -0.599
H -3.490 -1.613 1.033
H 1.010 3.169 -0.357
H -1.669 2.194 -1.025
H -1.274 -1.663 0.659
H 1.750 -1.680 -0.042
H -0.978 -1.861 -0.851
H 4.846 -1.802 0.043
H -3.425 1.549 0.280
H -1.401 2.646 0.732
H -3.780 -2.260 -0.275
H 3.322 -1.874 1.078
H 3.257 2.465 -0.318
*
```

=====

#B
Below is a 2-piece molecular cluster, C11H15NO overall, with properties calculated with ωB97M-V/def2-TZVPD.

Structure (SMILES)   Cc1c[nH]c2ccccc12.CCO
M   177.2 g mol⁻¹
HOMO-LUMO gap   8.653 eV

Geometry as ORCA input:
```
! RIJCOSX wB97M-V def2-TZVPD def2/J DEFGRID3
* xyz 0 1
O 2.178 -1.984 0.220
N -1.822 1.311 2.439
C 1.673 -2.031 -2.194
C 0.343 1.268 -0.447
C -0.626 1.383 1.759
C 1.952 -2.862 -0.910
C 0.672 1.116 2.233
C -2.221 1.371 0.154
C -0.750 1.442 0.402
C -2.762 1.201 1.396
C 1.572 0.797 0.036
C 1.632 0.575 1.434
C -2.830 1.420 -1.179
H 2.461 -0.002 1.788
H 1.264 -1.903 0.533
H 1.183 -3.589 -0.609
H -3.802 0.875 -1.085
H 0.798 1.002 3.307
H -3.058 2.428 -1.494
H 2.200 -1.065 -2.122
H 2.109 -2.585 -3.023
H 0.191 1.258 -1.504
H 0.670 -1.736 -2.474
H 2.341 0.307 -0.479
H -3.850 1.271 1.501
H 2.764 -3.535 -1.131
H -2.273 0.932 -1.971
H -2.008 1.334 3.419
*
```

=====

It comes down to #B, which is 36.9 kcal/mol more stable than the next structure.

=====

#A
Below is a 2-piece molecular cluster, C3H10N overall, with properties calculated with ωB97M-V/def2-TZVPD.

M   60.1 g mol⁻¹
HOMO-LUMO gap   10.186 eV

Geometry as ORCA input:
```
! RIJCOSX wB97M-V def2-TZVPD def2/J DEFGRID3
* xyz 1 1
N -1.928 1.116 -0.546
C 2.996 -1.329 0.555
C -2.098 -0.115 0.186
C -0.857 1.704 -0.818
H 3.775 -0.759 1.027
H 2.448 -0.696 -0.285
H -1.153 -0.227 0.848
H -2.137 -1.078 -0.467
H 3.302 -2.328 0.152
H -0.840 2.693 -1.136
H 2.289 -1.545 1.307
H 0.058 1.220 -0.387
H -3.129 -0.066 0.663
H -2.724 1.412 -1.100
*
```

=====

#B
Below is a 2-piece molecular cluster, C3H10N overall, with properties calculated with ωB97M-V/def2-TZVPD.

M   60.1 g mol⁻¹
HOMO-LUMO gap   11.058 eV

Geometry as ORCA input:
```
! RIJCOSX wB97M-V def2-TZVPD def2/J DEFGRID3
* xyz 1 1
N 0.096 1.408 -0.078
C -0.013 -0.050 0.299
C 1.181 -0.786 -0.097
C -1.314 -0.583 -0.047
H 0.293 1.365 -1.083
H 1.254 -0.856 -1.170
H -1.587 -0.336 -1.172
H -2.059 -0.197 0.525
H -0.766 1.953 -0.057
H -0.143 -0.188 2.004
H 1.235 -1.768 0.307
H 2.038 -0.189 0.275
H -1.196 -1.628 0.170
H 0.982 1.854 0.124
*
```

=====

It comes down to #A, which is 24.3 kcal/mol more stable than the next structure.

=====

#A
Below is a 2-piece molecular cluster, C3H10N overall, with properties calculated with ωB97M-V/def2-TZVPD.

M   60.1 g mol⁻¹
HOMO-LUMO gap   10.446 eV

Geometry as ORCA input:
```
! RIJCOSX wB97M-V def2-TZVPD def2/J DEFGRID3
* xyz 1 1
N -1.439 -1.028 -0.552
C 0.709 0.926 -0.061
C 1.400 0.048 -0.866
C 0.410 0.708 1.356
H 0.822 1.476 2.023
H 0.326 1.835 -0.538
H 1.552 0.326 -1.902
H -1.986 -0.359 -1.032
H 1.799 -0.895 -0.486
H 0.677 -0.284 1.703
H -0.411 -0.729 -0.760
H -1.623 -1.980 -0.816
H -1.576 -0.882 0.473
H -0.661 0.840 1.460
*
```

=====

#B
Below is a 2-piece molecular cluster, C3H10N overall, with properties calculated with ωB97M-V/def2-TZVPD.

M   60.1 g mol⁻¹
HOMO-LUMO gap   9.829 eV

Geometry as ORCA input:
```
! RIJCOSX wB97M-V def2-TZVPD def2/J DEFGRID3
* xyz 1 1
N 0.582 0.135 1.805
C -0.025 0.991 -1.195
C -0.313 -1.407 -0.677
C -0.861 -0.267 -1.105
H -0.587 1.783 -0.678
H -0.002 1.463 -2.190
H 0.747 -1.581 -0.482
H 0.997 0.789 -0.891
H -0.394 0.287 1.544
H 1.087 -0.373 1.080
H 1.089 1.009 1.938
H -0.901 -2.311 -0.579
H 0.502 -0.460 2.635
H -1.919 -0.059 -1.205
*
```

=====

It comes down to #A, which is 5.6 kcal/mol more stable than the next structure.

=====

#A
Below is C29H22Cl2N2O9ReS as an isolated structure, with properties calculated with ωB97M-V/def2-TZVPD.

M   831.7 g mol⁻¹
HOMO-LUMO gap (alpha / beta)   4.502 / 5.428 eV
Expectation value of S²   0.78

Geometry as ORCA input:
```
! RIJCOSX wB97M-V def2-TZVPD def2/J DEFGRID3
* xyz -2 2
Re 0.748 1.072 -0.918
Cl 1.038 4.947 2.391
Cl -1.662 8.234 -0.867
S 2.970 -1.458 0.265
O 3.732 -1.478 1.499
O -1.896 -2.447 -2.436
O -0.392 2.165 -2.186
O 0.753 3.029 0.272
O -1.559 -0.309 -1.881
O 3.686 -1.955 -0.892
O 2.341 1.781 -2.130
O 2.377 -0.105 0.060
O 4.057 1.079 -3.359
N 1.074 -0.510 -2.317
N -0.313 0.610 0.500
C 1.179 0.833 2.945
C -0.217 0.303 2.869
C -0.958 6.671 -0.561
C -1.207 -1.444 -2.246
C -0.511 4.401 -1.264
C -1.875 -4.988 1.065
C -2.929 -0.350 2.782
C 2.818 -1.480 -3.619
C 0.237 5.215 0.886
C 3.003 0.909 -2.755
C 2.054 -2.612 -3.839
C -0.311 -3.195 1.813
C -0.638 -4.163 0.868
C -1.046 5.686 -1.508
C 0.192 4.129 -0.029
C 0.191 -4.346 -0.230
C 1.587 -2.560 0.518
C -0.326 6.456 0.659
C 2.298 -0.447 -2.858
C -0.924 0.381 1.620
C -2.347 0.185 1.655
C -0.700 3.392 -2.232
C -3.136 0.614 0.466
C -2.186 -0.621 3.925
C -0.854 -0.228 3.971
C 0.806 -2.399 1.641
C 0.294 -1.548 -2.611
C 1.310 -3.547 -0.401
C 0.749 -2.616 -3.367
H -0.052 -5.097 -0.970
H -2.923 1.663 0.254
H 1.084 -1.649 2.362
H -0.275 7.233 1.405
H 1.711 0.420 3.801
H -1.209 3.705 -3.154
H -0.953 -3.053 2.672
H 3.821 -1.375 -4.000
H -1.541 5.875 -2.451
H 2.447 -3.459 -4.388
H 1.729 0.624 2.030
H -1.785 -5.596 1.967
H -2.814 0.069 -0.422
H 0.063 -3.430 -3.552
H -2.728 -4.323 1.185
H -2.652 -1.087 4.785
H -4.207 0.486 0.623
H -3.995 -0.553 2.777
H -0.301 -0.335 4.896
H 1.979 -3.682 -1.237
H 1.148 1.919 3.041
H -2.055 -5.641 0.215
*
```

=====

#B
Below is C29H22Cl2N2O9ReS as an isolated structure, with properties calculated with ωB97M-V/def2-TZVPD.

M   831.7 g mol⁻¹
HOMO-LUMO gap (alpha / beta)   4.452 / 6.028 eV
Expectation value of S²   0.80

Geometry as ORCA input:
```
! RIJCOSX wB97M-V def2-TZVPD def2/J DEFGRID3
* xyz -2 2
Re -1.179 -0.479 0.356
Cl -6.562 2.303 -3.759
Cl -1.304 3.155 -2.832
S 1.604 1.290 -0.011
O 1.777 0.931 -1.396
O -3.845 3.005 1.291
O 1.184 2.634 0.292
O 0.484 -1.895 3.862
O -4.096 0.763 1.425
O 0.828 0.261 0.760
O -0.497 -1.837 1.838
O -3.157 -1.034 0.252
O -1.671 1.208 -0.692
N -0.674 -1.470 -1.030
N -1.492 0.488 2.160
C -0.640 0.072 3.159
C -2.151 1.694 2.340
C -0.278 -2.337 -2.009
C 5.679 0.757 2.009
C 7.023 0.578 2.671
C -5.110 1.988 -2.812
C -4.011 0.849 -1.013
C -3.401 1.922 1.588
C -1.136 -2.594 -3.091
C 4.716 1.601 2.554
C -2.785 1.449 -1.336
C -4.088 -0.060 0.186
C -0.730 -3.491 -4.070
C 0.978 -2.963 -1.929
C 3.202 1.092 0.760
C 4.153 0.251 0.200
C -0.300 0.868 4.207
C 3.484 1.773 1.937
C -3.928 2.622 -3.149
C -0.815 2.178 4.275
C 1.344 -3.855 -2.925
C 1.871 -2.624 -0.765
C 0.502 -4.130 -3.996
C -2.788 2.357 -2.412
C -2.460 -1.880 -3.143
C -0.145 -1.329 2.976
C 5.381 0.087 0.824
C -1.765 2.565 3.337
C -5.156 1.116 -1.742
H 7.281 -0.479 2.760
H 7.815 1.062 2.093
H -3.884 3.314 -3.979
H -6.091 0.645 -1.462
H 2.087 -1.552 -0.763
H 6.122 -0.576 0.388
H -2.265 3.523 3.385
H -1.395 -3.692 -4.904
H 0.804 -4.830 -4.766
H 2.807 -3.184 -0.810
H 0.371 0.465 4.954
H 2.729 2.431 2.350
H 7.027 1.013 3.672
H 1.374 -2.828 0.186
H 4.933 2.129 3.477
H -3.020 -2.033 -2.217
H 3.921 -0.261 -0.726
H -0.525 2.845 5.076
H 2.313 -4.342 -2.862
H -3.054 -2.216 -3.995
H -2.313 -0.799 -3.224
H -5.082 -0.511 0.218
*
```

=====

It comes down to #B, which is 18.8 kcal/mol more stable than the next structure.

=====

#A
Below is a 2-piece molecular cluster, CH4NO3P overall, with properties calculated with ωB97M-V/def2-TZVPD.

Structure (SMILES)   O=[PH](O)O.C#N
M   109.0 g mol⁻¹
HOMO-LUMO gap   12.444 eV

Geometry as ORCA input:
```
! RIJCOSX wB97M-V def2-TZVPD def2/J DEFGRID3
* xyz 0 1
P 1.380 -0.013 -0.190
O 2.375 1.019 0.465
O 1.196 -1.102 0.948
O 0.236 0.628 -0.703
N -3.434 -0.972 0.626
C -3.250 -0.122 -0.089
H 2.415 1.820 -0.098
H 2.216 -0.671 -1.074
H -3.425 0.595 -0.935
H 0.291 -1.182 1.051
*
```

=====

#B
Below is one molecule with the formula CH4NO3P, with properties calculated with ωB97M-V/def2-TZVPD.

Structure (SMILES)   O=CNP(O)O
M   109.0 g mol⁻¹
HOMO-LUMO gap   10.227 eV

Geometry as ORCA input:
```
! RIJCOSX wB97M-V def2-TZVPD def2/J DEFGRID3
* xyz 0 1
P -0.051 -0.834 -1.049
O -0.804 -1.719 0.043
O 1.558 -0.744 -0.446
O 0.235 0.515 1.322
N -0.718 0.780 -0.679
C -0.327 1.254 0.556
H -0.360 -1.414 0.851
H -1.006 1.294 -1.563
H -0.313 2.287 0.748
H 1.786 -1.419 0.218
*
```

=====

It comes down to #A, which is 3.2 kcal/mol more stable than the next structure.

=====

#A
Below is one molecule with the formula C3H5NS, with properties calculated with ωB97M-V/def2-TZVPD.

Structure (SMILES)   S=CN1CC1
M   87.1 g mol⁻¹
HOMO-LUMO gap   8.814 eV

Geometry as ORCA input:
```
! RIJCOSX wB97M-V def2-TZVPD def2/J DEFGRID3
* xyz 0 1
S -0.579 -2.321 -1.468
N 0.197 0.049 -0.442
C -0.080 1.069 0.448
C 0.819 -0.091 0.894
C -0.481 -0.639 -1.277
H -1.177 -0.127 -1.939
H 0.235 2.186 0.541
H 1.980 -0.147 0.923
H -1.004 0.850 0.906
H 0.091 -0.828 1.414
*
```

=====

#B
Below is a 2-piece molecular cluster, C3H5NS overall, with properties calculated with ωB97M-V/def2-TZVPD.

M   87.1 g mol⁻¹
HOMO-LUMO gap   10.023 eV

Geometry as ORCA input:
```
! RIJCOSX wB97M-V def2-TZVPD def2/J DEFGRID3
* xyz 0 1
S -1.359 2.455 -0.227
N 0.752 0.321 -0.506
C 0.606 -0.321 0.732
C -0.090 -0.857 -0.468
C -2.325 1.301 -0.145
H 0.129 0.300 1.535
H 1.496 -0.812 1.151
H 1.655 -0.087 -0.783
H -1.162 -0.665 -0.361
H 0.297 -1.636 -0.928
*
```

=====

It comes down to #A, which is 29.6 kcal/mol more stable than the next structure.

=====

#A
Below is an isolated ion of composition C3H11N2S2 and charge +1, with properties calculated with ωB97M-V/def2-TZVPD.

Structure (SMILES)   NC[C@H]([NH3+])CSS
M   139.3 g mol⁻¹
HOMO-LUMO gap   9.303 eV

Geometry as ORCA input:
```
! RIJCOSX wB97M-V def2-TZVPD def2/J DEFGRID3
* xyz 1 1
S -1.074 -2.438 0.925
S -0.705 -0.646 1.505
N -0.708 1.254 -0.824
N 1.092 2.155 -2.422
C 0.812 0.352 0.853
C 0.676 0.633 -0.672
C 1.761 1.505 -1.267
H 2.145 2.200 -0.423
H 0.735 -0.259 -1.249
H 1.248 1.604 -3.286
H -0.840 2.116 -0.315
H -0.886 1.623 -1.760
H 1.303 3.071 -2.529
H -1.323 -2.372 -0.360
H -1.414 0.546 -0.544
H 1.772 -0.289 0.877
H 2.654 1.083 -1.509
H 0.889 1.204 1.448
*
```

=====

#B
Below is a 2-piece molecular cluster, C3H11N2S2 overall, with properties calculated with ωB97M-V/def2-TZVPD.

M   139.3 g mol⁻¹
HOMO-LUMO gap   8.797 eV

Geometry as ORCA input:
```
! RIJCOSX wB97M-V def2-TZVPD def2/J DEFGRID3
* xyz 1 1
S -0.228 1.530 -1.194
S -0.777 -0.473 -1.697
N 1.112 1.110 1.647
N -0.124 0.266 3.474
C 0.002 0.788 2.241
C 0.515 -2.839 -1.149
C 0.410 -1.342 -0.680
H 0.703 -0.134 3.936
H 1.028 1.395 0.653
H -1.023 0.115 3.920
H 1.200 -3.348 -0.514
H -0.926 0.918 1.693
H 0.862 -2.782 -2.198
H -0.558 -3.233 -1.035
H 1.993 1.184 2.170
H 0.141 -1.207 0.383
H 1.382 -0.877 -0.823
H -1.204 1.782 -0.246
*
```

=====

It comes down to #B, which is 29.3 kcal/mol more stable than the next structure.